Arrangement one

Formula: C5H6O2
Source: the Open Molecules 2025 dataset
Level of theory: ωB97M-V/def2-TZVPD

Geometry (Å):
O  1.6325  -0.5102  0.7502
O  -2.3442  1.0091  -0.6619
C  -0.2678  -0.0338  -0.0599
C  0.3535  -1.1600  0.7224
C  0.6664  0.5749  -1.0937
C  -1.7263  0.1719  -0.0443
C  1.0179  0.7182  0.3262
H  -0.0666  -1.1307  1.7365
H  0.3313  -2.1826  0.3353
H  1.2215  1.5742  0.9596
H  -2.2561  -0.6025  0.5577
H  0.1916  1.3953  -1.6301
H  1.3549  -0.0449  -1.6554

***

Arrangement two

Formula: C5H6O2
Source: the Open Molecules 2025 dataset
Level of theory: ωB97M-V/def2-TZVPD

Geometry (Å):
O  2.4207  -1.3814  0.0988
O  0.5794  -0.5751  1.2997
C  0.1584  1.4415  0.0525
C  1.5742  -0.5723  0.3398
C  0.9926  0.3454  -0.6195
C  -0.2425  0.0340  0.2638
C  -1.5199  -0.6846  -0.0060
H  -0.5172  2.0081  -0.5887
H  -1.3071  -1.7327  -0.2410
H  0.5725  2.0117  0.8885
H  -2.0445  -0.2235  -0.8448
H  -2.1584  -0.6525  0.8833
H  1.4919  -0.0188  -1.5264

***

Result of the stability comparison: arrangement one is the least stable of them.

***

Arrangement one

Formula: C4H13NO3
Source: the Open Molecules 2025 dataset
Level of theory: ωB97M-V/def2-TZVPD

Geometry (Å):
O  0.8281  -1.8433  -0.7595
O  2.8829  0.0536  -0.0957
O  -0.2824  1.2562  3.5559
N  0.2198  0.2514  -0.6890
C  -0.8634  1.2199  -0.6128
C  -1.7188  1.0361  0.6313
C  -1.2410  -1.4544  -1.8636
C  -0.0604  -1.0354  -1.0398
H  -2.4850  0.1803  0.4326
H  -1.2038  0.7089  1.5559
H  -2.0017  -1.5425  -1.0425
H  3.5937  -0.0723  0.5175
H  -1.1255  -2.4522  -2.2143
H  -0.3304  2.2604  -0.5554
H  -1.4200  1.3012  -1.5890
H  1.0032  0.5533  -0.0803
H  -0.8983  1.8683  3.1301
H  2.8343  -0.7419  -0.6333
H  0.1836  0.7793  2.8860
H  -2.4175  1.9079  0.8347
H  -1.6116  -0.7880  -2.6289

***

Arrangement two

Formula: C4H13NO3
Source: the Open Molecules 2025 dataset
Level of theory: ωB97M-V/def2-TZVPD

Geometry (Å):
O  -0.3880  0.8769  3.4471
O  0.2945  -2.7647  -1.7313
O  1.6613  -0.3371  -2.0613
N  0.6676  1.5870  0.5997
C  0.9513  0.4740  -1.5394
C  0.3256  0.3954  -0.1730
C  -1.1478  0.0285  -0.3383
C  -1.8615  -0.0797  1.0069
H  0.1901  -2.0915  -2.4030
H  -1.5434  -0.8996  1.6451
H  0.6381  -2.3592  -0.9369
H  0.7327  -0.4339  0.4052
H  -1.7061  0.7502  -0.9267
H  0.7325  1.4206  -2.0807
H  -2.9196  -0.2562  0.7916
H  -0.1170  1.8502  1.1839
H  -1.2480  -0.9312  -0.8335
H  -0.2238  0.2165  4.1390
H  0.7948  2.3789  -0.0265
H  -1.9415  0.8499  1.5606
H  0.4744  0.7560  3.0146

***

Result of the stability comparison: arrangement two is the least stable of them.

***

Arrangement one

Formula: C4H9NO2
Source: the Open Molecules 2025 dataset
Level of theory: ωB97M-V/def2-TZVPD

Geometry (Å):
O  -1.7649  1.1470  0.3597
O  1.8220  -1.7892  0.2369
N  0.3829  -0.7352  1.6534
C  1.1364  -0.8286  0.4980
C  0.7977  0.2623  -0.5104
C  -0.4687  0.2309  -1.3427
C  -1.4315  1.3445  -1.0040
H  0.5610  -1.4870  2.2957
H  -1.1395  2.3694  -1.2450
H  -0.2033  0.2150  -2.3982
H  -1.0793  -0.6495  -1.1449
H  -2.3381  1.2184  -1.6088
H  -2.0164  1.9197  0.8660
H  1.6949  0.2400  -1.1410
H  0.8909  1.2296  -0.0103
H  -0.4797  -0.2321  1.5115

***

Arrangement two

Formula: C4H9NO2
Source: the Open Molecules 2025 dataset
Level of theory: ωB97M-V/def2-TZVPD

Geometry (Å):
O  1.2093  1.7592  -0.1715
O  1.3841  -0.7708  0.1489
N  0.6512  0.3089  -0.1958
C  -1.2953  -1.0960  -0.1264
C  2.7698  -0.2854  0.5168
C  -1.4180  1.4858  -0.3844
C  -0.6508  0.2160  -0.1234
H  -1.3033  -1.6821  0.8641
H  -0.8481  -1.8680  -0.7663
H  -2.3549  -1.0134  -0.2867
H  2.9713  -0.2838  1.6113
H  -0.8325  1.9985  -1.1337
H  3.3977  -0.8309  -0.1303
H  2.7034  0.8250  0.1001
H  -2.4267  1.4885  -0.5545
H  -1.4090  2.1083  0.5266

***

Arrangement three

Formula: C4H9NO2
Source: the Open Molecules 2025 dataset
Level of theory: ωB97M-V/def2-TZVPD

Geometry (Å):
O  -1.5779  -0.7304  -1.3004
O  1.9556  1.4023  0.4808
N  -1.8614  -0.7576  0.9143
C  1.0934  -0.6434  -0.7441
C  -0.3918  0.9870  0.1040
C  -1.2131  -0.2503  -0.1209
C  0.9837  0.3635  0.3654
H  -2.3480  -1.6366  0.8083
H  0.9236  -0.1685  1.3328
H  -0.6337  -0.8337  -1.6565
H  -1.7387  -0.3749  1.8401
H  1.3750  -0.1194  -1.6749
H  -0.3539  1.5610  -0.8261
H  2.7701  1.0222  0.1287
H  1.8176  -1.4434  -0.5534
H  -0.8005  1.6222  0.9020

***

Arrangement four

Formula: C4H9NO2
Source: the Open Molecules 2025 dataset
Level of theory: ωB97M-V/def2-TZVPD

Geometry (Å):
O  -0.9915  -0.6186  -1.2311
O  1.8052  1.0834  -0.9641
N  0.5239  -1.4818  0.9172
C  0.4594  -0.1317  0.7129
C  -2.1273  0.5294  0.5749
C  1.7316  0.4730  0.1296
C  -0.7413  0.3807  -0.2330
H  2.7448  0.2399  0.6083
H  -2.9267  1.2184  0.2414
H  -1.8087  0.7620  1.5924
H  -0.3853  -1.6788  1.2603
H  -1.8045  -0.5130  -1.7489
H  0.3767  0.4347  1.6955
H  -0.5193  1.3091  -0.7031
H  -2.5714  -0.4350  0.8032
H  0.7833  -2.1920  0.2855

***

Result of the stability comparison: arrangement two is the least stable of them.

***

Arrangement one

Formula: C4H9NO2
Source: the Open Molecules 2025 dataset
Level of theory: ωB97M-V/def2-TZVPD

Geometry (Å):
O  0.4259  -0.7146  -1.8703
O  -1.6154  1.6903  -0.9224
N  0.1591  -2.1792  -0.1408
C  0.7395  0.6371  1.8195
C  0.1260  -1.9229  -1.3809
C  -0.4309  0.7649  0.8925
C  -0.4875  1.5893  -0.1516
H  1.6259  1.1502  1.4276
H  -1.2964  0.1293  1.0738
H  -0.1107  -3.1429  0.0329
H  -1.3539  1.8544  -1.8362
H  0.9803  -0.4237  1.9423
H  0.3378  2.2548  -0.4195
H  0.5229  1.0525  2.8119
H  0.5156  -0.1298  -1.0899
H  -0.1383  -2.6097  -2.1889

***

Arrangement two

Formula: C4H9NO2
Source: the Open Molecules 2025 dataset
Level of theory: ωB97M-V/def2-TZVPD

Geometry (Å):
O  -0.0583  -1.9432  0.9978
O  1.6437  -1.3567  -0.9315
N  1.1244  0.5158  0.2978
C  -1.0046  -1.0259  0.5607
C  1.9246  -0.2534  -0.4817
C  -1.0142  1.2268  -0.6254
C  -0.3936  0.4153  0.5017
H  -1.4555  -1.3085  -0.4136
H  -0.7177  0.7444  -1.5626
H  2.9235  0.1735  -0.7076
H  -0.5800  0.8590  1.4883
H  -0.6153  2.2434  -0.6065
H  -1.8483  -1.0640  1.2728
H  0.6171  -1.9099  0.2891
H  1.5632  1.4075  0.5203
H  -2.1088  1.2759  -0.5998

***

Result of the stability comparison: arrangement one is the least stable of them.

***

Arrangement one

Formula: C6H8O2
Source: the Open Molecules 2025 dataset
Level of theory: ωB97M-V/def2-TZVPD

Geometry (Å):
O  -0.7301  1.3953  -0.2831
O  0.3379  -1.9175  0.4968
C  -2.2007  -0.2717  0.5527
C  0.6969  1.2233  -0.5959
C  0.7929  -0.1461  -1.2914
C  0.3229  -0.5847  0.0970
C  1.2412  0.5046  0.6693
C  -1.0032  0.1967  0.2467
H  1.0394  2.1404  -1.0604
H  0.0899  -0.2953  -2.1040
H  1.8081  -0.4252  -1.5376
H  -3.1179  0.2990  0.4016
H  -0.2176  -1.9134  1.2959
H  2.2599  0.1085  0.6478
H  0.9498  1.0068  1.6046
H  -2.2694  -1.3207  0.8599

***

Arrangement two

Formula: C6H8O2
Source: the Open Molecules 2025 dataset
Level of theory: ωB97M-V/def2-TZVPD

Geometry (Å):
O  -0.7706  1.3306  -0.1992
O  1.5301  -0.4760  -0.1870
C  1.4558  0.8925  0.2664
C  -0.0074  0.8539  0.8358
C  -0.6475  -0.9248  -1.1503
C  -1.4871  -0.0617  -0.2050
C  0.3665  -1.2016  -0.1364
C  -0.6138  -0.4764  0.8292
H  -1.0944  -1.9434  -1.2703
H  0.6704  -2.2797  0.0910
H  -0.1855  1.4390  1.6466
H  -2.5177  0.0660  -0.0463
H  -0.4600  -0.4516  -2.2080
H  2.4388  1.0980  1.0101
H  1.4588  1.5550  -0.6787
H  -0.7854  -0.8110  1.9071

***

Result of the stability comparison: arrangement two is the least stable of them.